{"formula": "C43H53N6O3SeTeTi", "method": "ωB97M-V with the def2-TZVPD basis set", "e_lumo_ev": [0.18, 0.16], "gap_ev": [6.83, 7.24], "spin_multiplicity": 2, "total_energy_ha": -5743.59869, "relative_energy_kj_mol": 36.4, "homo_energy_ev": [-6.7, -7.1], "symbols": ["Ti", "C", "N", "C", "C", "C", "C", "C", "C", "N", "C", "C", "C", "C", "C", "C", "N", "C", "C", "C", "C", "C", "N", "H", "H", "H", "H", "H", "H", "H", "H", "H", "H", "H", "H", "H", "H", "H", "H", "H", "H", "C", "O", "C", "C", "O", "C", "H", "H", "H", "H", "H", "H", "H", "H", "H", "H", "Se", "C", "N", "C", "C", "O", "N", "Te", "C", "C", "C", "C", "C", "C", "C", "C", "C", "C", "C", "C", "C", "C", "C", "C", "C", "C", "H", "H", "H", "H", "H", "H", "H", "H", "H", "H", "H", "H", "H", "H", "H", "H", "H", "H", "H", "H", "H", "H", "H", "H", "H"], "positions_angstrom": [[-1.2056, 2.4207, -0.4023], [0.6018, 3.3698, -3.0143], [0.5621, 2.3345, -1.9522], [1.7813, 2.4778, -1.1316], [1.6235, 3.5711, -0.1150], [2.7046, 4.2702, 0.3948], [2.4830, 5.1878, 1.4083], [1.1909, 5.3793, 1.8716], [0.1660, 4.6486, 1.3013], [0.3810, 3.7614, 0.3270], [0.4851, 0.9718, -2.5115], [-0.9363, 0.5496, -2.7724], [-1.2751, -0.3057, -3.8069], [-2.5923, -0.7160, -3.9308], [-3.5321, -0.2537, -3.0221], [-3.1232, 0.6188, -2.0303], [-1.8506, 1.0081, -1.9127], [-0.5068, 3.2655, -4.0246], [-0.2377, 3.1034, -5.3764], [-1.3029, 3.0334, -6.2622], [-2.5912, 3.1246, -5.7649], [-2.7581, 3.2844, -4.3952], [-1.7435, 3.3528, -3.5452], [1.5648, 3.2983, -3.5355], [0.5458, 4.3486, -2.5276], [2.6554, 2.6707, -1.7648], [1.9416, 1.5432, -0.5920], [3.6970, 4.0935, 0.0019], [3.3074, 5.7494, 1.8278], [0.9726, 6.0888, 2.6564], [-0.8639, 4.7556, 1.6135], [0.8879, 0.2895, -1.7609], [1.0846, 0.8805, -3.4254], [-0.5145, -0.6425, -4.4987], [-2.8821, -1.3871, -4.7291], [-4.5701, -0.5486, -3.0859], [-3.8149, 1.0371, -1.3061], [0.7843, 3.0370, -5.7271], [-1.1272, 2.9105, -7.3231], [-3.4517, 3.0782, -6.4180], [-3.7491, 3.3638, -3.9603], [-5.3003, 3.4978, 0.3246], [-4.7040, 2.2197, 0.3338], [-4.8714, 1.5483, 1.5637], [-4.6551, 0.0753, 1.3569], [-3.3127, -0.1484, 1.0199], [-3.0172, -1.4987, 0.7885], [-6.3867, 3.4216, 0.4554], [-5.0720, 3.9587, -0.6327], [-4.8865, 4.1325, 1.1149], [-5.8918, 1.6987, 1.9416], [-4.1526, 1.9340, 2.2945], [-5.3205, -0.2862, 0.5567], [-4.9182, -0.4641, 2.2788], [-3.5939, -1.9024, -0.0574], [-3.2201, -2.1146, 1.6742], [-1.9580, -1.5418, 0.5639], [-1.5850, 6.8344, -1.7341], [-2.0922, 5.2709, -1.0635], [-2.3681, 4.2168, -0.6369], [-0.6383, 0.7482, 3.0115], [-0.8129, 1.2619, 1.6040], [-1.7238, 2.2715, 1.4645], [-0.1887, 0.8665, 0.5676], [2.1603, -1.0394, 0.9488], [3.8308, -2.2817, 1.5187], [4.6218, -1.9328, 2.6198], [4.3818, -0.7176, 3.4842], [5.6999, -2.7451, 2.9755], [6.0161, -3.8951, 2.2760], [7.1771, -4.7646, 2.6750], [5.2268, -4.2256, 1.1805], [4.1503, -3.4418, 0.7881], [3.3455, -3.8968, -0.3998], [0.7890, -2.6616, 1.1301], [0.1468, -3.2187, 0.0227], [0.3739, -2.7913, -1.4009], [-0.7831, -4.2435, 0.2164], [-1.1129, -4.7083, 1.4735], [-2.1501, -5.7797, 1.6693], [-0.4613, -4.1436, 2.5659], [0.4837, -3.1393, 2.4211], [1.1493, -2.6021, 3.6599], [-1.4177, 1.1420, 3.6627], [0.3392, 1.0450, 3.3980], [-0.6762, -0.3430, 3.0110], [3.6454, -0.0387, 3.0637], [5.3149, -0.1705, 3.6280], [4.0271, -1.0171, 4.4738], [6.3047, -2.4607, 3.8312], [7.6984, -4.3544, 3.5393], [7.8961, -4.8578, 1.8591], [6.8417, -5.7715, 2.9299], [5.4603, -5.1188, 0.6090], [3.9411, -4.5505, -1.0376], [2.9991, -3.0507, -0.9919], [2.4597, -4.4512, -0.0798], [0.7705, -3.6232, -1.9888], [-0.5726, -2.4893, -1.8533], [1.0695, -1.9594, -1.4692], [-1.2740, -4.6683, -0.6546], [-2.4935, -6.1763, 0.7143], [-3.0181, -5.3865, 2.2030], [-1.7540, -6.6079, 2.2589], [-0.6913, -4.5028, 3.5638], [0.9126, -3.2294, 4.5191], [0.8180, -1.5829, 3.8730], [2.2315, -2.5732, 3.5447]], "atomic_forces_ev_per_a": [[0.09, -0.06, 0.96], [0.03, 0.04, 0.04], [0.01, -0.13, 0.02], [0.01, 0.05, -0.03], [0.04, -0.08, 0.00], [-0.02, 0.05, -0.01], [-0.03, -0.01, -0.01], [0.04, 0.01, 0.01], [-0.09, 0.06, -0.08], [0.16, 0.08, 0.03], [0.00, 0.04, -0.11], [0.04, 0.02, 0.03], [-0.02, -0.01, 0.00], [-0.01, -0.01, 0.03], [0.01, -0.01, -0.04], [-0.03, 0.05, 0.02], [-0.19, -0.29, -0.12], [0.01, -0.02, 0.00], [0.00, 0.00, -0.02], [-0.01, 0.00, 0.00], [0.00, 0.00, 0.00], [0.01, 0.00, 0.00], [0.00, 0.00, 0.00], [0.00, 0.02, 0.01], [-0.02, 0.00, -0.01], [0.01, -0.05, 0.01], [-0.08, 0.01, 0.04], [0.00, -0.01, 0.00], [0.00, 0.00, 0.00], [-0.01, 0.00, 0.00], [0.01, 0.00, 0.02], [-0.01, -0.03, 0.03], [0.01, -0.02, 0.02], [0.01, 0.01, 0.00], [0.00, 0.01, 0.00], [0.00, 0.01, 0.01], [0.01, -0.01, -0.02], [0.00, 0.00, 0.00], [0.00, 0.00, 0.00], [0.00, 0.00, 0.00], [0.00, 0.00, 0.00], [0.11, 0.10, 0.05], [-0.18, -0.17, -0.21], [0.00, 0.08, 0.07], [-0.05, -0.06, 0.03], [-0.05, 0.11, -0.04], [0.01, -0.13, 0.00], [0.00, -0.01, 0.01], [-0.01, 0.00, 0.00], [0.01, -0.01, -0.01], [0.00, 0.02, 0.00], [0.00, 0.00, 0.01], [0.01, -0.01, 0.00], [0.01, 0.00, 0.00], [0.01, 0.01, 0.02], [-0.01, 0.00, 0.00], [0.19, -0.09, -0.05], [0.02, 0.07, -0.03], [0.00, -0.05, -0.02], [-0.04, 0.13, -0.05], [-0.08, -0.07, -0.01], [-0.01, -0.18, -0.18], [0.17, 0.13, -0.20], [-0.02, 0.12, -0.23], [0.06, -0.14, 0.18], [0.02, 0.04, -0.13], [0.02, 0.05, -0.01], [0.02, 0.01, -0.01], [-0.01, -0.02, 0.01], [0.00, 0.00, 0.00], [0.00, 0.00, 0.00], [0.01, 0.03, 0.00], [-0.05, -0.05, 0.00], [0.08, -0.03, 0.01], [-0.23, 0.21, 0.08], [-0.06, 0.02, 0.03], [-0.04, 0.05, -0.05], [-0.04, 0.04, -0.04], [0.00, -0.01, 0.04], [0.00, -0.01, 0.01], [0.03, -0.06, 0.00], [0.07, 0.04, -0.03], [-0.02, 0.03, 0.01], [0.00, -0.01, 0.01], [0.00, 0.02, 0.00], [-0.04, 0.06, -0.04], [0.00, 0.01, 0.01], [0.00, 0.01, 0.01], [-0.01, 0.00, 0.00], [0.00, 0.00, 0.00], [0.00, 0.00, 0.00], [0.00, 0.00, 0.00], [0.00, 0.00, 0.00], [0.00, 0.00, 0.00], [0.01, 0.00, 0.01], [0.06, -0.01, 0.00], [0.05, 0.01, -0.02], [-0.02, 0.02, 0.00], [-0.02, 0.03, -0.02], [0.01, 0.01, -0.03], [0.01, 0.00, 0.01], [0.00, 0.00, 0.00], [0.00, 0.00, 0.00], [0.00, 0.00, 0.00], [-0.01, 0.00, 0.00], [-0.03, 0.01, 0.01], [0.06, -0.05, -0.01], [0.00, -0.04, 0.03]], "lowdin_spin": [0.92, 0.00, 0.00, 0.00, 0.01, 0.00, 0.01, 0.00, 0.01, 0.00, 0.00, 0.01, 0.00, 0.01, 0.00, 0.01, 0.00, 0.00, 0.00, 0.00, 0.00, 0.00, 0.00, 0.00, 0.00, 0.00, 0.00, 0.00, 0.00, 0.00, 0.00, 0.00, 0.00, 0.00, 0.00, 0.00, 0.00, 0.00, 0.00, 0.00, 0.00, 0.00, 0.00, 0.00, 0.00, 0.00, 0.00, 0.00, 0.00, 0.00, 0.00, 0.00, 0.00, 0.00, 0.00, 0.00, 0.00, 0.01, 0.01, 0.01, 0.00, 0.03, -0.01, -0.01, 0.00, 0.00, 0.00, 0.00, 0.00, 0.00, 0.00, 0.00, 0.00, 0.00, 0.00, 0.00, 0.00, 0.00, 0.00, 0.00, 0.00, 0.00, 0.00, 0.00, 0.00, 0.00, 0.00, 0.00, 0.00, 0.00, 0.00, 0.00, 0.00, 0.00, 0.00, 0.00, 0.00, 0.00, 0.00, 0.00, 0.00, 0.00, 0.00, 0.00, 0.00, 0.00, 0.00, 0.00]}